1.
{
  "formula": "C27H31N7O4",
  "method": "the ωB97M-V functional and the def2-TZVPD basis",
  "elements": ["C", "H", "O", "C", "C", "C", "C", "C", "C", "H", "H", "H", "N", "C", "H", "C", "N", "C", "N", "N", "C", "N", "N", "C", "C", "C", "H", "H", "C", "C", "H", "H", "C", "O", "N", "C", "C", "C", "C", "C", "C", "H", "O", "C", "H", "H", "H", "O", "C", "H", "H", "H", "H", "H", "H", "H", "H", "C", "H", "C", "H", "H", "H", "H", "H", "H", "H", "H", "H"],
  "coordinates": [[-0.777, 5.947, 4.199], [-1.708, 6.437, 4.482], [-1.008, 5.395, 2.928], [0.012, 4.729, 2.313], [-0.284, 4.238, 1.047], [0.655, 3.537, 0.291], [1.928, 3.360, 0.849], [2.219, 3.855, 2.104], [1.276, 4.533, 2.857], [1.537, 4.898, 3.837], [3.208, 3.704, 2.514], [2.706, 2.839, 0.315], [0.333, 3.118, -0.995], [1.316, 2.441, -1.807], [2.295, 2.899, -1.680], [1.378, 0.936, -1.495], [0.064, 0.364, -1.689], [-0.178, -0.867, -2.190], [-1.425, -1.295, -2.116], [-1.666, -2.519, -2.576], [-2.824, -3.229, -2.539], [-2.603, -4.429, -3.033], [-1.333, -4.531, -3.407], [-0.745, -3.381, -3.142], [0.570, -2.897, -3.296], [0.850, -1.660, -2.816], [1.851, -1.275, -2.906], [1.307, -3.517, -3.780], [-4.103, -2.717, -1.989], [-4.240, -2.999, -0.480], [-5.214, -2.642, -0.145], [-4.166, -4.072, -0.296], [-3.165, -2.230, 0.271], [-3.337, -1.107, 0.686], [-1.998, -2.927, 0.387], [-0.751, -2.410, 0.763], [-0.622, -1.290, 1.564], [0.641, -0.788, 1.850], [1.781, -1.390, 1.349], [1.652, -2.552, 0.555], [0.393, -3.050, 0.279], [0.277, -3.937, -0.326], [2.818, -3.093, 0.107], [2.769, -4.324, -0.570], [3.805, -4.582, -0.783], [2.322, -5.107, 0.052], [2.213, -4.250, -1.511], [3.058, -0.950, 1.552], [3.257, 0.101, 2.465], [2.780, 1.030, 2.134], [2.885, -0.157, 3.462], [4.335, 0.247, 2.511], [0.716, 0.090, 2.472], [-1.498, -0.802, 1.952], [-1.963, -3.833, -0.061], [-4.924, -3.203, -2.518], [-4.148, -1.638, -2.153], [-0.966, 1.046, -0.926], [-1.927, 0.588, -1.151], [-0.971, 2.541, -1.257], [-1.740, 3.032, -0.666], [-1.200, 2.689, -2.318], [-0.765, 0.921, 0.145], [2.113, 0.470, -2.147], [1.690, 0.786, -0.454], [1.017, 2.569, -2.853], [-1.270, 4.446, 0.668], [0.028, 6.689, 4.176], [-0.538, 5.175, 4.938]],
  "e_above_lowest_kcal_mol": 2.8,
  "smiles": "COc1cccc(N2CCN(c3ccc4nnc(CCC(=O)Nc5ccc(OC)c(OC)c5)n4n3)CC2)c1",
  "homo_ha": -0.2843,
  "energy_ev": -47121.685,
  "lumo_energy_ha": 0.0076,
  "gap_ev": 7.9
}

2.
{
  "formula": "C27H31NO7OsSSb",
  "method": "the ωB97M-V functional and the def2-TZVPD basis",
  "elements": ["Os", "O", "C", "C", "O", "O", "C", "C", "C", "C", "C", "C", "C", "C", "C", "C", "C", "C", "H", "H", "H", "H", "H", "H", "H", "H", "H", "H", "H", "O", "C", "O", "C", "C", "C", "C", "S", "C", "C", "H", "H", "H", "H", "H", "C", "C", "Sb", "C", "C", "C", "C", "H", "H", "H", "H", "H", "H", "H", "H", "H", "H", "H", "H", "H", "H", "H", "O", "N", "O"],
  "coordinates": [[-0.093, -0.854, -0.204], [1.796, -0.721, -1.312], [2.359, 0.626, -1.433], [1.152, 1.560, -1.323], [1.109, 2.680, -1.713], [0.084, 0.993, -0.681], [2.993, 0.777, -2.811], [2.744, -0.147, -3.817], [3.323, 0.017, -5.071], [4.137, 1.108, -5.323], [4.376, 2.037, -4.318], [3.805, 1.877, -3.068], [3.334, 0.888, -0.300], [4.580, 0.266, -0.354], [5.489, 0.427, 0.680], [5.162, 1.222, 1.770], [3.927, 1.853, 1.823], [3.016, 1.689, 0.790], [2.470, -1.306, -0.930], [2.112, -1.003, -3.629], [3.132, -0.711, -5.848], [4.580, 1.240, -6.301], [5.009, 2.893, -4.510], [3.991, 2.608, -2.291], [4.847, -0.336, -1.216], [6.456, -0.053, 0.626], [5.878, 1.365, 2.569], [3.675, 2.481, 2.667], [2.065, 2.207, 0.838], [-2.050, 0.092, 7.459], [-1.881, -1.050, 6.767], [-2.224, -2.095, 7.235], [-1.237, -0.964, 5.404], [-0.931, -2.175, 4.790], [-0.261, -2.198, 3.581], [0.105, -0.995, 2.978], [1.186, -1.018, 1.586], [-0.251, 0.221, 3.553], [-0.925, 0.231, 4.764], [-1.706, 0.855, 6.984], [-1.211, -3.091, 5.291], [-0.012, -3.138, 3.106], [0.005, 1.150, 3.061], [-1.195, 1.193, 5.183], [-4.684, -2.678, -1.071], [-4.306, -1.407, -0.314], [-2.615, -0.344, -1.027], [-2.942, -0.086, -3.103], [-4.321, 0.531, -3.336], [-3.031, 1.537, -0.142], [-2.804, 1.485, 1.366], [-5.631, -3.061, -0.690], [-3.944, -3.466, -0.951], [-4.814, -2.495, -2.139], [-4.122, -1.607, 0.741], [-5.107, -0.667, -0.373], [-2.848, -1.068, -3.565], [-2.138, 0.547, -3.477], [-5.120, -0.076, -2.907], [-4.510, 0.607, -4.407], [-4.391, 1.534, -2.916], [-4.065, 1.795, -0.375], [-2.371, 2.269, -0.607], [-3.478, 0.781, 1.858], [-2.972, 2.467, 1.810], [-1.783, 1.186, 1.605], [-1.208, -4.425, -1.415], [-1.339, -3.288, -1.292], [-0.374, -2.775, -0.322]],
  "total_charge": 1,
  "e_above_lowest_kcal_mol": 0.0,
  "homo_ha": [-0.4350, -0.4337],
  "energy_ev": -64154.652,
  "lumo_energy_ha": [-0.1867, -0.1833],
  "gap_ev": [6.8, 6.8]
}

3.
{
  "formula": "C27H31NO7PdS3",
  "method": "the ωB97M-V functional and the def2-TZVPD basis",
  "elements": ["Pd", "O", "C", "O", "C", "C", "C", "C", "C", "N", "C", "O", "O", "H", "H", "H", "H", "H", "O", "S", "C", "C", "C", "C", "S", "O", "C", "C", "C", "C", "C", "C", "C", "C", "C", "C", "C", "C", "H", "H", "H", "H", "H", "H", "H", "H", "H", "H", "H", "H", "H", "H", "H", "H", "H", "H", "O", "S", "C", "C", "C", "C", "H", "H", "H", "H", "H", "H", "H", "H"],
  "coordinates": [[-0.824, 0.447, -0.872], [-2.811, 4.088, -1.788], [-2.311, 2.891, -1.670], [-1.690, 2.490, -0.692], [-2.573, 2.005, -2.839], [-3.363, 2.374, -3.914], [-3.587, 1.436, -4.911], [-3.018, 0.176, -4.787], [-2.234, -0.108, -3.678], [-2.016, 0.798, -2.720], [-1.619, -1.455, -3.382], [-1.414, -2.323, -4.345], [-1.325, -1.712, -2.235], [-2.656, 4.628, -0.993], [-3.795, 3.364, -3.963], [-4.207, 1.678, -5.765], [-3.215, -0.575, -5.542], [-1.654, -2.005, -5.228], [1.201, -0.786, -1.326], [2.381, -1.667, -1.246], [3.889, -0.606, -1.392], [4.561, -0.204, -0.092], [3.808, 0.777, 0.810], [3.747, 2.191, 0.207], [2.067, 2.893, 0.140], [1.155, 1.860, -0.406], [1.747, 3.330, 1.777], [2.612, 4.333, 2.333], [2.398, 4.771, 3.609], [1.297, 4.270, 4.326], [0.416, 3.307, 3.753], [0.614, 2.863, 2.475], [2.473, -2.673, 0.118], [1.466, -2.695, 1.105], [1.638, -3.549, 2.167], [2.757, -4.398, 2.226], [3.724, -4.402, 1.217], [3.582, -3.557, 0.142], [3.447, 0.222, -1.951], [4.555, -1.149, -2.063], [5.506, 0.250, -0.409], [4.849, -1.086, 0.481], [4.350, 0.833, 1.753], [2.807, 0.407, 1.049], [4.066, 2.231, -0.836], [4.346, 2.924, 0.746], [3.421, 4.745, 1.740], [3.046, 5.511, 4.059], [1.095, 4.639, 5.324], [-0.412, 2.942, 4.346], [-0.064, 2.160, 2.007], [0.590, -2.065, 1.022], [0.905, -3.583, 2.961], [2.859, -5.080, 3.061], [4.566, -5.079, 1.272], [4.295, -3.578, -0.674], [-2.220, -0.428, 0.344], [-3.550, -1.057, -0.215], [-4.708, -0.856, 1.167], [-5.086, -2.262, 1.643], [-3.867, -3.151, 1.416], [-3.394, -2.837, 0.000], [-5.545, -0.254, 0.820], [-4.140, -0.293, 1.910], [-5.939, -2.634, 1.075], [-5.388, -2.228, 2.689], [-4.113, -4.207, 1.511], [-3.080, -2.927, 2.140], [-4.051, -3.277, -0.754], [-2.365, -3.088, -0.247]],
  "total_charge": 4,
  "multiplicity": 5,
  "e_above_lowest_kcal_mol": 26.6,
  "homo_ha": [-0.7270, -0.7301],
  "energy_ev": -80267.018,
  "lumo_energy_ha": [-0.3914, -0.5306],
  "gap_ev": [9.1, 5.4]
}